# 1
12
Properties=species:S:1:pos:R:3:lowdin_charge:R:1 method="wB97M-V/def2-TZVPD" de_lowest_kcal_mol=45.8 total_energy_ev=-7223.6036 smiles=N#CCN1CC1 homo_ev=-9.873
N 0.391 -1.105 2.887 0.143
C -0.071 -0.959 1.837 -0.206
C -0.692 -0.837 0.508 -0.196
N -0.565 0.499 -0.060 -0.122
C -0.046 0.591 -1.417 -0.143
C 0.774 1.025 -0.263 -0.145
H -0.267 -1.627 -0.133 0.122
H -1.756 -1.059 0.638 0.124
H -0.533 1.317 -2.062 0.102
H 0.258 -0.331 -1.917 0.104
H 1.625 0.404 0.015 0.110
H 0.883 2.082 -0.033 0.106

***

# 2
15
Properties=species:S:1:pos:R:3:lowdin_charge:R:1 method="wB97M-V/def2-TZVPD" de_lowest_kcal_mol=21.9 total_energy_ev=-7367.1272 smiles="C=CC.O.O" homo_ev=-9.440
C 2.020 -0.480 -2.219 -0.114
C 2.076 -0.572 -0.726 -0.247
C 1.046 -0.456 0.107 -0.028
H 1.094 -0.851 -2.657 0.075
H 2.832 -1.118 -2.582 0.067
H 2.194 0.528 -2.590 0.072
H 2.997 -0.824 -0.197 0.090
H 1.100 -0.310 1.179 0.049
H 0.026 -0.547 -0.271 0.043
H -0.838 1.813 1.528 0.042
H -1.849 2.538 2.355 0.038
O -1.569 1.649 2.143 -0.052
H -2.123 -0.284 1.050 -0.004
H -2.937 -1.334 0.348 0.037
O -2.597 -0.440 0.231 -0.066